Formula: C34H51MnN4OP2
Source: OMol25
Level of theory: wB97M-V/def2-TZVPD

As for the net charge: +1. The calculation puts the total energy at -3453.8700 Ha. As for the spin multiplicity: 6. Its expectation value of S² is 8.9105. The gap between HOMO and LUMO (spin up / spin down) comes out at 4.27 / 5.58 eV.

Geometry as XYZ:
```
93
Properties=species:S:1:pos:R:3:forces:R:3
C -1.2753 -1.6813 -1.7168 0.26 0.47 0.50
C 0.7130 -2.7245 -0.9853 -0.82 0.32 -0.40
C -1.4335 -2.6201 -2.7346 -0.08 -0.16 0.00
C 0.4912 -3.7823 -1.9106 0.47 0.18 0.41
C -0.5630 -3.7090 -2.8003 -0.13 0.10 -0.07
H -2.2716 -2.4950 -3.4195 0.25 -0.19 0.12
H 1.2150 -4.6006 -1.9194 -0.33 0.21 -0.11
H -0.7185 -4.4877 -3.5456 0.08 0.18 0.18
N -0.2295 -1.7117 -0.8681 -0.05 -1.24 -1.41
P -2.4865 -0.2415 0.2947 -0.33 0.00 -0.41
P 2.3087 -1.0827 0.5515 0.65 0.70 0.23
C -2.3193 -0.5810 -1.5116 0.22 0.07 -0.23
H -2.0026 0.3488 -2.0138 0.08 -0.32 0.18
H -3.2839 -0.8700 -1.9460 0.35 0.01 0.00
C 1.8927 -2.6220 -0.2129 0.00 -0.77 -0.37
H 2.5657 -3.4803 -0.2150 -0.16 0.19 -0.05
C 3.4420 -0.1837 -0.7304 0.13 -0.25 0.23
C 3.3194 -1.5343 2.1057 -0.02 -0.02 -0.44
C -3.3860 1.4275 0.4809 -0.12 -0.46 -0.03
C -3.5926 -1.7170 0.8054 -0.07 0.38 0.01
C 3.4748 1.3032 -0.3441 0.06 0.17 0.05
H 4.0278 1.4752 0.5872 -0.08 -0.05 -0.25
H 3.9688 1.8718 -1.1463 -0.07 -0.16 0.20
H 2.4682 1.7130 -0.2219 0.15 -0.12 -0.10
C 4.8657 -0.7540 -0.7602 0.22 0.17 -0.21
H 5.4258 -0.5677 0.1631 -0.16 -0.09 -0.24
H 4.8717 -1.8277 -0.9869 0.01 0.22 0.07
H 5.4193 -0.2531 -1.5712 -0.17 -0.10 0.19
C 2.8560 -0.3495 -2.1416 -0.21 -0.10 -0.03
H 3.3589 0.3524 -2.8265 -0.11 -0.19 0.25
H 3.0097 -1.3655 -2.5308 -0.01 0.19 0.14
H 1.7873 -0.1268 -2.1743 0.18 -0.07 0.00
C 4.0042 -0.2667 2.6422 0.10 -0.04 0.11
H 3.2791 0.5467 2.7870 0.14 -0.14 -0.05
H 4.4424 -0.4981 3.6247 -0.10 0.05 -0.22
H 4.8164 0.0928 2.0002 -0.24 -0.10 0.16
C 2.3899 -2.0722 3.2009 -0.07 0.02 0.05
H 1.6990 -1.3130 3.5797 0.14 -0.09 -0.10
H 1.8163 -2.9433 2.8637 0.04 0.14 0.04
H 3.0174 -2.3966 4.0460 -0.18 0.08 -0.23
C 4.3296 -2.6502 1.8084 0.31 0.04 0.15
H 5.0811 -2.3797 1.0633 -0.21 -0.10 0.21
H 4.8627 -2.8812 2.7427 -0.11 -0.03 -0.22
H 3.8223 -3.5635 1.4799 0.13 0.10 0.13
C -4.0200 -1.4911 2.2638 -0.14 -0.24 0.11
H -4.5117 -2.4068 2.6268 0.09 0.25 -0.06
H -3.1502 -1.3121 2.9108 -0.30 0.04 -0.11
H -4.7366 -0.6679 2.3741 0.20 -0.25 -0.06
C -2.8057 -3.0379 0.7297 0.16 0.02 0.05
H -2.5882 -3.3289 -0.3047 -0.03 0.03 0.24
H -1.8716 -3.0003 1.2949 -0.18 -0.17 -0.16
H -3.4314 -3.8265 1.1767 0.18 0.21 -0.15
C -4.8206 -1.9045 -0.1005 -0.25 -0.03 0.11
H -5.3929 -2.7620 0.2863 0.13 0.19 -0.11
H -5.4921 -1.0426 -0.1159 0.17 -0.29 -0.01
H -4.5407 -2.1467 -1.1328 -0.08 -0.01 0.25
C -2.6439 2.5106 -0.3130 0.15 0.06 -0.06
H -2.6301 2.3047 -1.3911 0.05 0.10 0.23
H -3.1639 3.4700 -0.1632 0.05 -0.30 -0.04
H -1.6112 2.6397 0.0292 -0.25 -0.10 -0.10
C -3.3599 1.8108 1.9677 -0.04 0.06 0.12
H -2.3334 1.8239 2.3538 -0.21 0.04 -0.05
H -3.7833 2.8204 2.0780 0.10 -0.23 -0.02
H -3.9527 1.1310 2.5899 0.17 0.24 -0.15
C -4.8302 1.3528 -0.0282 -0.21 0.33 0.05
H -4.8870 0.9822 -1.0606 -0.02 0.04 0.25
H -5.4766 0.7496 0.6215 0.22 0.15 -0.19
H -5.2475 2.3722 -0.0269 0.10 -0.23 -0.01
Mn 0.0184 -0.2377 0.6261 -0.45 1.62 0.19
C -0.4479 -1.2270 2.0503 -0.78 -3.64 5.03
O -0.7302 -1.8019 3.0487 0.80 2.34 -3.75
N 0.2038 1.1439 -0.7539 0.17 -0.50 0.14
C 0.3144 1.7590 -1.7579 0.01 1.32 -1.09
C 0.4923 2.5896 -2.8663 -0.20 -1.34 1.39
C 0.2775 3.9841 -2.7518 -0.09 1.35 -0.39
C 0.8871 2.0390 -4.1104 0.37 0.05 -1.38
C 0.4499 4.8015 -3.8684 -0.14 -0.45 0.80
H -0.0166 4.3972 -1.7828 0.06 -0.03 -0.37
C 1.0683 2.8766 -5.2092 -0.12 -0.76 0.70
H 1.0388 0.9597 -4.1886 -0.01 0.36 -0.09
C 0.8442 4.2531 -5.0945 0.07 0.40 -0.46
H 0.2763 5.8750 -3.7794 0.06 -0.30 -0.01
H 1.3834 2.4461 -6.1607 -0.10 0.13 0.24
H 0.9780 4.8981 -5.9634 -0.04 -0.17 0.27
N 0.5065 3.3182 3.0546 -0.12 -0.23 0.07
C 0.2152 2.4976 4.1347 0.09 -0.11 -0.48
C 0.0205 1.2476 3.6232 0.24 0.78 -0.76
N 0.1833 1.2968 2.2302 0.26 1.17 0.51
C 0.4746 2.5686 1.9314 -0.06 -0.73 0.64
H 0.7040 4.3141 3.0732 -0.08 -0.40 0.11
H 0.1855 2.8483 5.1492 0.00 0.12 0.01
H -0.2229 0.3418 4.1586 0.02 0.13 -0.14
H 0.6969 2.9723 0.9472 -0.15 -0.27 0.24
```
Positions in Å, forces in eV/Å.

Formula: C34H51N4OP2Ti
Source: OMol25
Level of theory: wB97M-V/def2-TZVPD

As for the net charge: +1. The calculation puts the total energy at -3152.3971 Ha. As for the spin multiplicity: 3. Its expectation value of S² is 2.0104. The gap between HOMO and LUMO (spin up / spin down) comes out at 6.64 / 7.11 eV.

Geometry as XYZ:
```
93
Properties=species:S:1:pos:R:3:forces:R:3
C -0.9134 2.7031 -0.8779 -0.72 -0.55 -0.47
C -1.9602 0.6316 -1.3631 0.18 1.04 0.12
C -1.6981 3.3482 -1.8405 0.06 -0.23 0.07
C -2.7534 1.2348 -2.3539 0.18 0.04 0.29
C -2.6374 2.6079 -2.5764 0.26 -0.11 0.30
H -1.5561 4.4169 -2.0236 -0.06 -0.42 0.05
H -3.4463 0.6220 -2.9370 0.25 0.24 0.22
H -3.2555 3.1000 -3.3341 0.26 -0.20 0.31
N -1.0862 1.3745 -0.6199 -0.57 0.64 -0.67
P 1.5818 2.1682 0.2422 1.44 2.05 -0.88
P -1.6857 -1.2587 0.6983 -1.76 -0.93 -0.58
C 0.1991 3.3989 -0.1345 0.15 -0.12 0.31
H 0.5236 4.3021 -0.6791 -0.06 -0.41 0.24
H -0.1538 3.7119 0.8671 0.03 -0.03 -0.51
C -1.8715 -0.8480 -1.1516 0.20 -0.01 0.22
H -2.6915 -1.3756 -1.6604 0.28 0.21 0.17
C -1.3938 -3.1683 0.7316 -0.04 0.23 0.21
C -3.3866 -0.8513 1.4782 0.08 -0.09 -0.10
C 2.5832 2.0101 -1.3832 0.08 0.18 0.16
C 2.6352 3.0839 1.5535 -0.08 -0.05 -0.24
C 0.0839 -3.4578 1.0795 0.09 -0.14 -0.08
H 0.2737 -3.3152 2.1541 -0.08 -0.15 -0.38
H 0.2874 -4.5163 0.8301 -0.04 0.41 0.15
H 0.7884 -2.8229 0.5256 -0.23 -0.24 -0.03
C -2.2363 -3.8161 1.8507 -0.15 -0.10 0.03
H -1.9301 -3.4543 2.8468 -0.17 -0.15 -0.39
H -3.3185 -3.6549 1.7292 0.43 -0.10 0.02
H -2.0589 -4.9070 1.8242 -0.02 0.43 0.02
C -1.7320 -3.8117 -0.6287 -0.10 -0.18 -0.08
H -1.9569 -4.8830 -0.4695 0.11 0.43 -0.06
H -2.6111 -3.3543 -1.1106 0.31 -0.35 0.16
H -0.8801 -3.7557 -1.3253 -0.40 0.06 0.25
C -3.3314 -1.1387 2.9963 0.12 0.27 0.33
H -2.2904 -1.2184 3.3457 -0.44 0.04 0.14
H -3.8028 -0.2922 3.5299 0.29 -0.49 -0.08
H -3.8700 -2.0532 3.2797 0.32 0.26 -0.13
C -3.6437 0.6636 1.3081 0.06 0.27 -0.04
H -2.7319 1.2582 1.4675 -0.48 -0.12 -0.03
H -4.0567 0.9054 0.3167 0.26 -0.06 0.28
H -4.3877 0.9719 2.0658 0.26 -0.08 -0.42
C -4.5544 -1.6065 0.8141 -0.32 -0.05 -0.54
H -4.2062 -2.2376 -0.0224 -0.33 0.16 0.32
H -5.1102 -2.2423 1.5208 0.25 0.19 -0.27
H -5.2677 -0.8697 0.3996 0.22 -0.50 0.13
C 3.8161 2.1785 1.9610 0.19 -0.11 0.22
H 4.0290 2.3343 3.0349 0.01 -0.10 -0.45
H 3.5692 1.1130 1.8168 0.19 0.49 0.16
H 4.7378 2.4068 1.4025 -0.42 -0.16 0.16
C 1.7654 3.3099 2.8055 -0.17 -0.09 0.10
H 0.7971 3.7799 2.5690 0.40 -0.10 0.23
H 1.5679 2.3661 3.3352 0.06 0.33 -0.14
H 2.3107 3.9892 3.4874 -0.24 -0.38 -0.25
C 3.1356 4.4614 1.0697 -0.35 0.50 -0.04
H 3.0093 5.1911 1.8913 0.17 -0.24 -0.44
H 4.1961 4.4626 0.7829 -0.36 -0.07 0.01
H 2.5419 4.8286 0.2150 0.34 0.02 0.40
C 1.6535 1.3730 -2.4392 -0.22 -0.41 -0.20
H 1.6686 1.9248 -3.3944 0.00 -0.03 0.45
H 2.0093 0.3454 -2.6401 -0.49 0.49 0.05
H 0.6196 1.3031 -2.0709 0.57 -0.06 -0.62
C 3.7368 1.0202 -1.1011 0.18 0.19 -0.05
H 3.3625 0.1768 -0.4954 0.18 0.12 -0.34
H 4.1094 0.6261 -2.0657 -0.15 0.13 0.48
H 4.5832 1.4964 -0.5823 -0.31 -0.17 -0.15
C 3.1217 3.3309 -1.9612 0.31 0.14 0.15
H 2.3124 4.0524 -2.1714 0.29 -0.28 0.07
H 3.8634 3.8137 -1.3054 -0.30 -0.19 -0.30
H 3.6250 3.1115 -2.9217 -0.24 0.07 0.38
Ti 0.1638 0.3069 0.8426 0.90 -1.30 -2.05
C -0.5592 1.2700 2.3516 -2.01 2.06 4.39
O -0.9754 1.7472 3.3494 0.92 -1.16 -2.64
N 0.5689 -0.8169 -0.9510 -1.36 -0.89 -0.10
C -0.4212 -1.1934 -1.6699 1.16 0.35 1.02
C -0.2656 -1.8761 -2.9845 0.11 -0.47 -0.88
C 0.8948 -2.6559 -3.1973 -0.34 0.24 -0.11
C -1.2063 -1.7794 -4.0325 0.28 -0.17 0.23
C 1.1020 -3.3173 -4.4095 -0.19 0.10 -0.04
H 1.6180 -2.7160 -2.3782 -0.22 -0.02 -0.33
C -0.9955 -2.4401 -5.2513 0.21 -0.04 0.14
H -2.1113 -1.1773 -3.9063 0.31 -0.21 -0.03
C 0.1570 -3.2132 -5.4453 -0.05 0.18 0.33
H 2.0054 -3.9206 -4.5523 -0.39 0.25 0.06
H -1.7368 -2.3488 -6.0528 0.32 -0.04 0.34
H 0.3197 -3.7314 -6.3964 -0.07 0.22 0.42
N 2.6202 -1.1108 2.4308 1.28 -1.00 1.69
C 2.7405 -1.7022 3.6568 0.81 -0.29 0.00
C 1.5003 -1.7722 4.2393 0.63 -0.53 0.90
C 0.6787 -1.1815 3.3388 0.74 0.67 -1.11
N 1.3537 -0.7589 2.2468 -0.94 0.08 0.18
H 3.4156 -0.9422 1.7882 -1.33 -0.02 0.40
H 3.6557 -2.0491 4.1195 0.17 0.16 -0.61
H 1.1949 -2.1740 5.2019 0.39 0.07 -0.32
H -0.3496 -1.0459 3.4757 -1.11 0.40 -0.26
```
Positions in Å, forces in eV/Å.